Record 1
DFT (ωB97M-V with the def2-TZVPD basis set) results for a structure of composition C4H5LiO2Zn.

Results
2S+1 ... 2
Total charge ... +1
E_tot ... -2092.410242 hartree
E_HOMO (alpha / beta) ... -12.18 / -12.54 eV
HOMO-LUMO gap (alpha / beta) ... 0.2921 / 0.2757 Ha

Last column: natural (NBO) charge in e.
Positions of all 13 atoms, in Å:
C  1.245  0.038  1.016  -0.0321
C  -0.224  -0.246  1.005  0.0369
C  -1.123  0.240  0.072  -0.4387
C  -0.804  0.435  -1.293  0.3859
O  -1.602  0.944  -2.115  -0.9109
O  2.014  -1.024  1.243  -1.0014
Li  2.246  -2.725  1.389  0.9763
Zn  -1.718  1.383  -3.797  0.9427
H  1.581  0.720  0.212  0.1913
H  -0.517  -1.140  1.567  0.2200
H  -2.129  0.526  0.389  0.2466
H  0.197  0.138  -1.647  0.1613
H  0.833  0.712  1.960  0.2221

Record 2
DFT (ωB97M-V with the def2-TZVPD basis set) results for a structure of composition C4H5LiO6Rh.

Results
2S+1 ... 5
Total charge ... +1
E_tot ... -724.546257 hartree
E_HOMO (alpha / beta) ... -14.09 / -14.50 eV
HOMO-LUMO gap (alpha / beta) ... 0.3422 / 0.2594 Ha

Last column: natural (NBO) charge in e.
Positions of all 17 atoms, in Å:
O  -1.698  1.581  -1.452  -0.7941
C  -0.896  1.137  -2.537  -0.1036
C  0.576  1.129  -2.123  -0.0907
O  0.788  0.786  -0.769  -0.5383
C  0.584  -0.566  -0.370  0.8318
O  -0.420  -1.154  -0.912  -0.6619
O  1.697  -1.228  -0.117  -0.6510
H  -2.347  2.246  -1.687  0.5164
H  -1.013  1.802  -3.405  0.2074
H  -1.242  0.131  -2.797  0.1966
H  0.990  2.142  -2.217  0.2218
H  1.133  0.448  -2.786  0.2050
O  0.859  -0.285  2.536  -0.6204
C  -0.037  -0.154  1.603  0.5688
O  -1.052  0.514  1.893  -0.5222
Li  -1.631  0.226  -0.028  0.9191
Rh  1.523  -1.857  1.594  1.3155

Record 3
DFT (ωB97M-V with the def2-TZVPD basis set) results for a structure of composition C4H5MgO6Tl.

Results
2S+1 ... 1
E_tot ... -979.337406 hartree
E_HOMO ... -5.90 eV
HOMO-LUMO gap ... 0.1271 Ha

Last column: Löwdin charge in e.
Positions of all 17 atoms, in Å:
O  -1.032  -1.943  0.327  -0.2647
C  -1.858  -0.866  -0.107  -0.2168
C  -1.391  0.425  0.566  -0.1763
O  0.005  0.506  0.730  -0.1143
C  0.808  0.846  -0.454  -0.8202
O  0.514  0.093  -1.480  -0.1912
O  0.857  2.176  -0.634  -0.1974
H  -1.470  -2.789  0.211  0.0921
H  -2.907  -1.053  0.169  0.1276
H  -1.777  -0.791  -1.198  0.1143
H  -1.805  0.474  1.583  0.1332
H  -1.769  1.285  -0.010  0.1394
O  3.258  1.192  0.496  -0.1074
C  2.388  0.306  0.140  -0.5292
O  2.563  -0.868  0.514  -0.1393
Tl  0.947  -1.716  -0.297  0.9481
Mg  2.668  2.721  -0.557  1.2021

Record 4
DFT (ωB97M-V with the def2-TZVPD basis set) results for the molecule C4H5N.

Results
2S+1 ... 1
E_tot ... -209.999956 hartree
E_HOMO ... -7.69 eV
HOMO-LUMO gap ... 0.2946 Ha

Last column: natural (NBO) charge in e.
Positions of all 10 atoms, in Å:
C  2.333  -1.896  -0.823  -0.0273
C  0.532  -0.383  -0.174  0.1776
C  -0.077  0.500  0.563  -0.2469
C  -1.518  0.951  0.422  -0.6409
N  1.379  -1.164  -0.621  -0.3252
H  2.549  -2.710  -1.580  0.1967
H  0.432  1.151  1.193  0.2046
H  -1.969  0.792  -0.633  0.2203
H  -1.354  2.095  0.481  0.2112
H  -2.308  0.665  1.172  0.2299

Record 5
DFT (ωB97M-V with the def2-TZVPD basis set) results for a cluster of 2 separate species, C4H5N in total.

Results
2S+1 ... 1
E_tot ... -210.016978 hartree
E_HOMO ... -11.43 eV
HOMO-LUMO gap ... 0.4286 Ha

Last column: natural (NBO) charge in e.
Positions of all 10 atoms, in Å:
C  -2.116  0.027  0.169  0.1775
C  0.790  0.724  -0.249  -0.4710
C  0.730  -0.737  -0.259  -0.4563
C  -0.100  0.030  0.570  -0.0328
N  -3.206  0.006  -0.162  -0.4401
H  1.650  1.238  0.167  0.2377
H  0.661  1.275  -1.261  0.2681
H  0.384  -1.298  -1.017  0.2455
H  1.378  -1.295  0.370  0.2225
H  -0.172  0.030  1.671  0.2489

Record 6
DFT (ωB97M-V with the def2-TZVPD basis set) results for a cluster of 2 separate species, C4H5N in total.

Results
2S+1 ... 1
E_tot ... -210.015635 hartree
E_HOMO ... -10.47 eV
HOMO-LUMO gap ... 0.4148 Ha

Last column: natural (NBO) charge in e.
Positions of all 10 atoms, in Å:
C  -3.248  -0.794  0.450  -0.2395
C  -2.678  -1.407  -0.425  -0.2089
C  1.211  -1.124  0.465  0.2861
C  2.199  1.176  -0.010  -0.4404
N  1.539  -0.034  0.259  -0.5306
H  -3.728  -0.491  1.373  0.2376
H  -2.394  -1.742  -1.319  0.2101
H  2.247  1.134  -1.218  0.2178
H  3.279  1.257  0.259  0.2375
H  1.574  2.025  0.166  0.2303

Here are the calculated max |F| numbers, same order: 3.01, 7.33, 7.86, 2.77, 8.08, 4.77 (eV/Å).